[1]
The following is a DFT calculation (ωB97M-V/def2-TZVPD) of a molecular structure, C29H39N7NaO6PS3.

```
86
Properties=species:S:1:pos:R:3:forces:R:3
Na 0.4151 -0.0930 0.1537 -0.1 0.2 0.7
C -4.1755 -0.6103 1.9506 -0.2 -0.1 -0.1
C -3.1746 -0.4979 0.8354 0.0 0.0 0.0
N -2.2716 0.4115 0.8455 0.4 -0.2 -0.1
N -2.4287 1.4071 1.7578 -0.1 0.4 0.0
C -1.4747 1.7074 2.5990 0.0 -0.4 0.0
N -1.6239 2.9686 3.1696 0.1 0.0 0.1
S -0.1527 0.7356 3.1336 -0.3 0.2 -0.4
C -3.1985 -1.4432 -0.3149 0.0 0.0 0.0
C -3.9301 -2.6347 -0.2733 0.0 -0.1 0.1
C -3.8694 -3.5128 -1.3391 0.0 0.0 0.0
C -3.0971 -3.1908 -2.4459 0.0 0.0 0.1
C -2.4469 -1.9673 -2.4273 0.1 0.2 0.0
N -2.5066 -1.1141 -1.4100 0.0 -0.1 -0.1
H -3.7406 -0.1797 2.8477 0.0 0.0 0.0
H -4.4398 -1.6478 2.1575 0.0 0.0 0.0
H -5.0933 -0.0551 1.7213 0.0 0.0 0.0
H -2.5462 3.3675 3.0872 0.0 0.0 0.0
H -1.1789 3.0558 4.0647 0.0 0.0 0.1
H -4.5052 -2.8952 0.6028 0.0 0.0 0.0
H -4.4078 -4.4522 -1.2999 0.0 0.0 0.0
H -3.0029 -3.8608 -3.2913 0.0 0.0 0.0
H -1.8405 -1.6485 -3.2791 -0.1 0.0 0.2
S 3.8782 0.8211 0.2650 -0.1 0.1 0.0
C 2.8475 2.1539 0.1447 -0.4 0.5 -0.2
N 1.5339 2.1973 0.1551 0.0 0.0 0.0
C 1.0109 3.4723 0.0099 0.3 -0.3 0.0
C -0.3472 3.7909 0.0061 -0.1 -0.1 0.0
C -0.7415 5.1081 -0.1701 0.0 -0.1 0.0
C 0.1974 6.1288 -0.3405 0.2 -0.1 0.0
C 1.5572 5.8297 -0.3276 -0.1 -0.1 0.0
C 1.9513 4.5065 -0.1527 0.1 0.0 0.0
S 3.5438 3.8141 -0.0932 0.1 -0.1 0.0
H -1.0770 3.0023 0.1668 0.1 0.1 0.0
H -1.7999 5.3500 -0.1681 0.1 0.0 0.0
H -0.1301 7.1546 -0.4706 0.0 0.0 0.0
H 2.2998 6.6112 -0.4480 0.0 0.0 0.0
C 0.8764 -0.8008 -6.1813 0.0 0.0 -0.1
C 0.7652 -1.0087 -4.6858 -0.1 0.2 0.1
O 0.0069 0.0783 -4.1482 0.0 -0.2 0.0
P 0.1897 0.5250 -2.5427 0.1 0.6 -0.5
O 1.6929 1.1012 -2.5639 -0.3 -0.1 -0.2
C 2.1692 2.1795 -3.3682 0.1 -0.1 0.2
C 3.5566 1.8164 -3.8509 0.1 -0.1 0.0
O -0.6465 1.9297 -2.7117 0.0 -0.1 -0.1
C -2.0687 1.9321 -2.5225 0.1 -0.1 0.1
C -2.7903 1.9391 -3.8595 0.1 0.0 0.0
H 1.4641 -1.6088 -6.6318 -0.1 0.1 0.0
H 1.3703 0.1542 -6.3921 -0.1 -0.1 0.0
H -0.1147 -0.7840 -6.6465 0.1 0.0 0.0
H 1.7531 -1.0601 -4.2272 0.0 0.0 0.1
H 0.2641 -1.9587 -4.4729 0.0 0.0 0.1
H 2.2058 3.0708 -2.7393 0.0 0.0 0.0
H 1.4898 2.3754 -4.1977 -0.1 0.0 -0.1
H 4.1955 1.5905 -2.9917 -0.1 0.0 -0.1
H 3.9911 2.6484 -4.4136 0.0 0.0 0.0
H 3.5192 0.9315 -4.4953 0.0 0.1 0.0
H -2.3050 2.8335 -1.9581 0.0 0.1 0.0
H -2.3672 1.0706 -1.9188 0.1 0.1 0.0
H -2.4636 2.7947 -4.4574 0.0 0.0 0.0
H -3.8736 2.0058 -3.7072 0.1 0.0 0.0
H -2.5621 1.0272 -4.4170 0.0 0.1 0.0
C 2.5290 -6.0056 -2.8103 0.0 0.1 0.1
C 1.7917 -4.7145 -2.4452 0.0 -0.1 0.1
C 2.1023 -4.0926 -1.0554 -0.1 0.0 0.0
C 3.6091 -3.8508 -0.8756 0.0 0.1 0.1
C 3.9534 -3.1463 0.4394 -0.1 0.0 -0.1
C 1.6204 -5.0315 0.0301 0.0 -0.1 0.0
O 2.1683 -6.1014 0.2760 -0.1 0.1 0.0
N 0.5152 -4.6293 0.7040 0.2 0.1 -0.2
C -0.1171 -3.3479 0.6506 0.1 0.2 -0.1
O -1.0529 -3.2021 1.4241 0.2 0.1 -0.3
N 0.3544 -2.4202 -0.2255 0.1 -0.6 0.2
C 1.3780 -2.7206 -1.0582 0.1 0.0 0.0
O 1.8104 -1.9168 -1.8887 -0.2 -0.1 0.2
H 2.1059 -6.4284 -3.7276 0.0 0.1 0.0
H 2.4523 -6.7490 -2.0166 0.0 0.0 0.0
H 3.5912 -5.8155 -2.9925 -0.1 0.0 0.0
H 0.7091 -4.8796 -2.5076 0.0 0.0 0.0
H 2.0317 -3.9350 -3.1692 0.0 0.0 0.0
H 3.9339 -3.2341 -1.7149 0.0 0.0 0.0
H 4.1195 -4.8140 -0.9272 0.0 0.0 0.0
H 3.5278 -2.1395 0.4771 0.0 -0.1 0.0
H 5.0357 -3.0393 0.5489 0.0 0.0 0.0
H 3.5854 -3.7147 1.3008 0.0 0.0 -0.1
H 0.1754 -5.2291 1.4344 -0.1 -0.1 0.1
```
Forces are in eV/Å.

The energy above the lowest of the compared OMol25 structures with the same formula, charge and spin is 38.8 kJ/mol. The value obtained for the orbital gap is 5.5 eV. As for the total charge: -2. The energy comes out at -3661.713993 a.u.

The net atomic charges from Löwdin, expressed in e, are:
1. Na 0.134
2. C -0.038
3. C -0.284
4. N 0.051
5. N -0.068
6. C -0.986
7. N 0.019
8. S 0.446
9. C -0.215
10. C -0.030
11. C -0.087
12. C -0.080
13. C -0.138
14. N 0.113
15. H 0.066
16. H 0.057
17. H 0.078
18. H 0.064
19. H 0.039
20. H 0.093
21. H 0.095
22. H 0.090
23. H 0.091
24. S 0.439
25. C -1.167
26. N -0.008
27. C -0.316
28. C -0.030
29. C -0.108
30. C -0.134
31. C -0.126
32. C -0.514
33. S 0.911
34. H 0.089
35. H 0.091
36. H 0.079
37. H 0.088
38. C -0.087
39. C -0.326
40. O -0.314
41. P 0.915
42. O -0.321
43. C -0.279
44. C -0.071
45. O -0.298
46. C -0.305
47. C -0.083
48. H 0.069
49. H 0.071
50. H 0.070
51. H 0.096
52. H 0.102
53. H 0.102
54. H 0.107
55. H 0.067
56. H 0.069
57. H 0.066
58. H 0.101
59. H 0.068
60. H 0.070
61. H 0.068
62. H 0.060
63. C -0.099
64. C -0.164
65. C -0.297
66. C -0.180
67. C -0.070
68. C -0.431
69. O 0.039
70. N 0.198
71. C -0.513
72. O 0.035
73. N 0.151
74. C -0.452
75. O -0.011
76. H 0.063
77. H 0.061
78. H 0.068
79. H 0.122
80. H 0.106
81. H 0.120
82. H 0.105
83. H 0.036
84. H 0.071
85. H 0.078
86. H 0.143

***

[2]
The following is a DFT calculation (ωB97M-V/def2-TZVPD) of a single C21H21N5O2S molecule.

```
50
Properties=species:S:1:pos:R:3:forces:R:3
C -1.4814 4.1013 -1.7198 -0.6 -1.6 0.1
C -0.7393 2.6906 -1.7283 -1.0 2.3 -1.1
C -1.2381 1.8655 -2.9088 0.5 -1.4 1.6
N -0.5309 0.5825 -2.7564 1.1 -1.0 -0.4
N -0.2003 -0.1450 -3.9035 -0.1 -0.9 2.7
C 0.2985 -1.2850 -3.4000 0.3 0.4 0.7
C 0.3319 -1.2770 -1.9254 0.9 -0.9 -1.6
C 0.9872 -2.3598 -1.1353 0.7 0.7 0.4
C 0.8218 -2.3803 0.2753 -0.3 -1.5 -0.4
C 1.5530 -3.2902 1.0575 0.4 1.2 0.6
C 2.6765 -3.9765 0.4934 -1.1 1.2 0.8
S 3.9860 -4.6008 1.5784 -4.2 3.0 3.8
C 3.1038 -6.1535 2.1166 2.5 1.6 2.2
O 5.0753 -4.8134 0.7663 3.9 -1.8 -3.1
O 4.2603 -3.6410 2.7044 -1.6 -2.6 -2.1
C 2.8167 -3.9775 -0.8995 0.8 -0.2 0.0
C 1.9652 -3.2298 -1.7030 -0.8 0.2 0.6
C -0.1220 -0.0318 -1.5373 -1.2 0.4 -3.5
C -0.2795 0.7141 -0.2608 -1.4 -0.4 -0.2
N -0.9236 1.9969 -0.4946 -0.7 -0.9 -1.3
C -1.2276 2.7270 0.6187 -1.2 0.1 3.5
C -0.2611 3.6155 1.2197 -3.0 -1.7 -1.2
C -0.5276 4.2789 2.3383 -2.9 -1.8 1.1
N -1.6545 3.9385 3.0909 0.2 0.9 -1.1
C -2.6273 3.1600 2.5301 -2.0 0.3 2.0
N -3.8195 2.8769 3.0619 0.1 -1.4 0.5
C -4.3395 1.8160 2.2525 4.0 2.6 -2.0
C -3.5260 1.6301 1.1086 -1.2 1.2 3.3
C -2.4379 2.5182 1.3278 3.1 -1.5 -3.9
H -0.9008 4.7970 -1.1714 0.4 0.8 0.6
H -2.5259 4.1105 -1.3429 0.7 -0.5 0.2
H -1.5990 4.4911 -2.7076 0.4 0.1 -0.9
H 0.3105 2.9214 -1.9393 0.3 -0.1 0.0
H -2.3040 1.6478 -2.8621 -0.2 0.3 0.1
H -1.0070 2.3081 -3.8551 0.4 0.2 -0.5
H 0.7614 -2.1018 -4.0352 -1.0 1.3 0.7
H 0.0099 -1.8302 0.7844 0.6 -0.2 -0.6
H 1.2727 -3.1985 2.1577 1.0 -0.7 -1.4
H 3.7983 -6.9666 1.9675 0.4 -0.2 0.4
H 2.2768 -6.3702 1.5287 -1.6 0.2 -1.0
H 2.8829 -5.9230 3.1923 0.0 -0.7 -1.0
H 3.6656 -4.4918 -1.4173 -0.8 0.4 0.9
H 2.1191 -3.3628 -2.7690 -0.2 0.5 0.1
H -0.9887 0.0956 0.3674 1.1 0.8 -0.1
H 0.7022 0.8916 0.1591 0.4 -0.4 0.7
H 0.4467 3.9569 0.5732 2.4 0.8 -1.3
H 0.0393 5.1100 2.4700 1.4 2.2 1.7
H -1.9724 4.3927 3.9367 0.5 0.3 0.0
H -5.1757 1.2275 2.4254 -1.7 -0.4 0.8
H -3.7519 0.9443 0.3698 0.0 -1.1 -1.5
```
Forces are in eV/Å.

The energy above the lowest of the compared OMol25 structures with the same formula, charge and spin is 534.7 kJ/mol. The value obtained for the orbital gap is 7.8 eV. As for the SMILES: C[C@@H]1Cn2ncc(-c3ccc(S(C)(=O)=O)cc3)c2CN1c1cc[nH]c2nccc1-2. As for the total charge: 0. The energy comes out at -1635.133719 a.u.

The net atomic charges from Löwdin, expressed in e, are:
1. C -0.014
2. C -0.304
3. C -0.076
4. N -0.095
5. N 0.085
6. C -0.088
7. C -0.124
8. C -0.140
9. C -0.030
10. C -0.049
11. C -0.291
12. S 0.653
13. C -0.101
14. O -0.296
15. O -0.346
16. C -0.066
17. C -0.025
18. C -0.104
19. C -0.062
20. N -0.089
21. C -0.176
22. C -0.008
23. C -0.050
24. N 0.156
25. C -0.336
26. N 0.073
27. C -0.082
28. C -0.029
29. C -0.140
30. H 0.052
31. H 0.101
32. H 0.066
33. H 0.147
34. H 0.133
35. H 0.118
36. H 0.120
37. H 0.110
38. H 0.138
39. H 0.056
40. H 0.030
41. H 0.082
42. H 0.131
43. H 0.102
44. H 0.147
45. H 0.138
46. H 0.088
47. H 0.094
48. H 0.160
49. H 0.070
50. H 0.068

***

[3]
The following is a DFT calculation (ωB97M-V/def2-TZVPD) of 2 unconnected molecules or ions with the total composition C5H10BN.

```
17
Properties=species:S:1:pos:R:3:forces:R:3
B 1.0506 0.0158 0.6429 -2.4 -0.3 -1.2
C -1.8995 0.1475 -0.2974 0.1 -0.5 -0.9
C -2.1102 -0.1725 -1.7073 -2.3 -2.2 -1.0
C 2.1342 -1.0346 0.8292 0.8 -1.9 1.5
C 1.0758 1.3535 -0.0570 -0.7 -0.8 -1.1
C -1.3166 -0.3576 0.9362 2.0 1.4 0.1
N -2.2652 1.0957 -1.0794 0.8 1.7 2.4
H -1.2493 -0.3601 -2.3156 0.4 0.0 -0.7
H -3.1146 -0.5620 -2.1419 1.8 0.0 0.9
H 2.5893 -0.8727 1.8379 -0.2 0.3 -0.4
H 3.0297 -1.1392 0.1739 -0.9 0.7 0.0
H 1.7752 -2.0728 0.9726 -0.2 0.5 -0.3
H 0.8459 2.1196 0.6162 -0.7 1.4 1.2
H 0.2402 1.3644 -0.8133 0.8 0.1 0.5
H 2.0282 1.6107 -0.4758 0.6 0.0 -0.5
H -1.4877 0.3120 1.8185 0.1 -1.0 -0.6
H -1.3261 -1.4477 1.0603 -0.3 0.6 0.1
```
Forces are in eV/Å.

The energy above the lowest of the compared OMol25 structures with the same formula, charge and spin is 511.7 kJ/mol. The value obtained for the orbital gap is 8.3 eV. As for the total charge: 0. The energy comes out at -275.953024 a.u.

The net atomic charges from Löwdin, expressed in e, are:
1. B -0.078
2. C -0.399
3. C -0.213
4. C -0.052
5. C -0.049
6. C -0.009
7. N 0.085
8. H 0.062
9. H 0.106
10. H 0.086
11. H 0.082
12. H 0.066
13. H 0.057
14. H 0.083
15. H 0.063
16. H 0.060
17. H 0.048

***

[4]
The following is a DFT calculation (ωB97M-V/def2-TZVPD) of a molecular structure, C23H31F6O3V.

```
64
Properties=species:S:1:pos:R:3:forces:R:3
O 7.6415 -2.4098 -0.6692 0.0 0.1 0.0
C 8.4520 -2.2425 0.5133 -0.1 0.0 0.1
C 9.7455 -2.3843 -0.2812 0.1 0.0 -0.1
H 8.2600 -3.0255 1.2505 0.0 0.0 0.0
H 8.2888 -1.2699 0.9829 0.0 0.0 0.0
C 8.8356 -2.5551 -1.5137 -0.1 0.0 0.1
H 10.3496 -3.2548 -0.0380 0.0 0.0 0.0
H 10.3794 -1.5016 -0.3028 0.0 0.0 0.0
C 8.8671 -3.9208 -2.1563 0.0 -0.1 0.0
H 8.7862 -4.7032 -1.4041 0.0 0.0 0.1
H 9.7967 -4.0672 -2.7072 0.0 0.0 0.0
H 8.0376 -4.0338 -2.8534 -0.1 0.0 -0.1
C 8.9051 -1.4391 -2.5281 0.0 0.1 0.0
H 8.8587 -0.4687 -2.0377 0.0 0.1 0.1
H 8.0716 -1.5064 -3.2262 -0.1 0.0 -0.1
H 9.8327 -1.4926 -3.0992 0.0 0.0 0.0
V 0.0000 0.0000 0.0000 -1.4 0.0 0.7
C -0.8427 2.1467 -0.5544 -0.4 -0.5 0.1
C -0.8636 2.0177 0.8451 0.1 -0.2 0.0
C 0.4783 1.9483 1.2866 -0.2 -0.5 0.1
H -1.7355 1.9496 1.4711 0.1 0.1 -0.1
C 1.3141 2.0402 0.1603 0.1 -0.4 -0.2
C 0.5058 2.1417 -0.9834 0.3 -0.6 -0.1
H 0.8482 2.2002 -2.0031 0.0 0.1 -0.1
H -1.7078 2.2242 -1.1887 -0.1 0.1 0.0
H 0.7915 1.8011 2.3039 0.0 0.0 0.1
H 2.3898 1.9899 0.1703 0.1 0.0 0.0
C -1.9602 -0.8290 -1.0791 0.2 0.3 0.4
C -1.0677 -0.3605 -2.0721 0.4 0.3 0.0
C 0.0857 -1.1682 -2.0478 0.2 0.3 0.2
H -1.2352 0.4688 -2.7357 0.0 0.0 -0.1
C -0.1112 -2.1551 -1.0512 0.4 0.3 0.3
C -1.3704 -1.9497 -0.4701 0.1 0.2 0.3
H -1.7719 -2.4950 0.3632 0.0 -0.1 -0.1
H -2.9160 -0.4022 -0.8264 0.0 0.0 -0.1
H 0.9358 -1.0740 -2.7013 0.1 0.0 0.0
H 0.6026 -2.8993 -0.7423 0.0 -0.1 0.0
O 2.0839 -0.7691 0.3465 -0.9 0.2 0.0
C 3.0715 -0.7421 -0.7068 0.1 -0.1 -0.3
C 4.4129 -0.6398 -0.0101 0.0 0.1 -0.1
H 2.8498 0.0964 -1.3623 0.0 0.1 -0.1
H 2.9834 -1.6653 -1.2819 0.0 -0.1 0.0
C 4.1487 -1.3724 1.2989 0.0 -0.1 0.0
H 4.6623 0.4036 0.1833 0.0 0.1 0.0
H 5.2164 -1.0750 -0.5998 0.1 -0.1 0.0
C 2.7392 -0.9376 1.6334 -0.1 0.1 0.3
H 4.8529 -1.1135 2.0862 0.0 0.0 0.0
H 4.1912 -2.4510 1.1479 0.0 0.0 0.0
H 2.7183 0.0200 2.1546 0.0 0.1 0.0
H 2.1557 -1.6487 2.2047 -0.1 -0.1 0.1
C -3.1787 -0.0822 2.1868 -0.7 -0.3 0.6
C -1.8548 -0.7229 2.7201 0.8 0.3 -1.2
O -0.6493 -0.7066 1.8756 -1.5 0.3 0.2
C -1.4635 -0.0044 4.0479 0.3 -0.3 1.1
F -2.5107 0.0210 4.9568 1.8 0.3 -1.3
F -0.3903 -0.6517 4.6355 -1.6 1.3 -0.7
F -1.1025 1.3024 3.8049 -0.4 -1.5 0.4
C -2.2451 -2.2109 3.0819 0.3 -1.0 1.0
F -3.0689 -2.2623 4.1876 1.3 -0.1 -1.5
F -2.9613 -2.8407 2.0845 1.1 0.7 0.9
F -1.1078 -2.9531 3.3536 -2.0 0.9 -0.6
H -3.2644 1.0083 2.1958 0.7 -0.2 -0.2
H -4.0132 -0.3283 2.8811 0.6 -0.3 -0.3
H -3.4810 -0.4878 1.2144 0.3 0.2 0.3
```
Forces are in eV/Å.

The energy above the lowest of the compared OMol25 structures with the same formula, charge and spin is 35.7 kJ/mol. As for the spin multiplicity: 2. The expectation value of S² is 0.858. The value obtained for the orbital gap (alpha / beta) is 6.9 / 7.9 eV. As for the total charge: +1. The energy comes out at -2663.667617 a.u.

The net atomic charges from Löwdin, expressed in e, are:
1. O -0.113
2. C -0.169
3. C -0.075
4. H 0.113
5. H 0.110
6. C -0.567
7. H 0.113
8. H 0.112
9. C -0.021
10. H 0.089
11. H 0.093
12. H 0.086
13. C -0.023
14. H 0.086
15. H 0.085
16. H 0.093
17. V 0.980
18. C -0.107
19. C -0.095
20. C -0.091
21. H 0.098
22. C -0.091
23. C -0.098
24. H 0.131
25. H 0.129
26. H 0.125
27. H 0.126
28. C -0.090
29. C -0.118
30. C -0.113
31. H 0.127
32. C -0.079
33. C -0.073
34. H 0.110
35. H 0.122
36. H 0.125
37. H 0.136
38. O -0.258
39. C -0.173
40. C -0.133
41. H 0.115
42. H 0.131
43. C -0.133
44. H 0.122
45. H 0.115
46. C -0.135
47. H 0.128
48. H 0.129
49. H 0.126
50. H 0.133
51. C 0.014
52. C -0.322
53. O -0.235
54. C -0.447
55. F 0.122
56. F 0.129
57. F 0.119
58. C -0.448
59. F 0.128
60. F 0.107
61. F 0.123
62. H 0.085
63. H 0.114
64. H 0.077

***

The lowest energy belongs to which entry?
C29H39N7NaO6PS3